Here is a molecular structure, C27H18BrMoN4O4S2 from OMol25. Energies are from ωB97M-V/def2-TZVPD.

<S²>   2.036
Molecular weight   702.443 g/mol
Spin multiplicity   3
Charge   +1
F_max   0.010 Eh/bohr
E_HOMO (spin up / spin down)   -10.705 / -10.759 eV
Orbital gap (spin up / spin down)   6.1 / 6.3 eV

Element x y z (Å)
1 Mo -0.49 0.16 -0.49
2 O -1.58 0.97 -1.95
3 N -1.19 0.84 -3.23
4 C -2.14 0.95 -4.18
5 C -1.79 0.85 -5.50
6 C -0.45 0.63 -5.83
7 C 0.49 0.51 -4.84
8 C 0.12 0.61 -3.49
9 S 1.20 0.49 -2.15
10 H -3.14 1.11 -3.80
11 H -2.56 0.93 -6.25
12 H -0.16 0.54 -6.86
13 H 1.53 0.33 -5.07
14 Br 7.74 0.25 0.15
15 C 6.62 0.64 1.62
16 C 5.65 -0.29 2.00
17 C 4.82 -0.01 3.06
18 C 4.96 1.19 3.76
19 C 5.98 2.08 3.41
20 C 6.80 1.82 2.32
21 N 4.23 1.59 4.93
22 N 3.03 1.35 5.12
23 C 2.19 0.79 4.10
24 C 1.48 -0.35 4.38
25 C 0.59 -0.92 3.44
26 C 0.41 -0.30 2.24
27 O -0.40 -0.73 1.25
28 C 1.08 0.91 1.97
29 N 0.78 1.46 0.76
30 C 1.33 2.62 0.44
31 C 2.21 3.29 1.30
32 C 2.53 2.73 2.51
33 C 1.97 1.49 2.88
34 H 5.56 -1.22 1.46
35 H 4.08 -0.75 3.35
36 H 6.11 2.97 4.00
37 H 7.58 2.51 2.04
38 H 1.62 -0.83 5.34
39 H 0.05 -1.83 3.67
40 H 1.07 3.04 -0.53
41 H 2.62 4.24 0.99
42 H 3.21 3.24 3.18
43 O -4.58 -5.23 3.36
44 C -3.24 -5.14 3.23
45 O -2.52 -5.65 4.04
46 C -2.72 -4.36 2.06
47 C -1.44 -4.67 1.60
48 C -0.89 -3.97 0.56
49 C -1.59 -2.93 -0.03
50 S -0.81 -2.01 -1.33
51 C -2.87 -2.61 0.41
52 C -3.44 -3.33 1.45
53 H -5.03 -4.88 2.58
54 H -0.90 -5.47 2.09
55 H 0.11 -4.21 0.20
56 H -3.43 -1.81 -0.06
57 H -4.42 -3.05 1.80